DFT (the ωB97M-V functional and the def2-TZVPD basis) results for a structure of composition C8BaF24N4O16S8.

Last column: Löwdin charge in e.
Geometry (Å):
S  -1.126  -0.001  -3.923  0.57
F  -1.949  -2.629  4.644  0.15
O  1.640  0.898  2.199  -0.36
F  -0.452  -4.889  -2.099  0.17
C  0.681  0.448  -3.815  -0.66
F  4.226  1.500  1.440  0.14
S  3.348  -1.613  -0.773  0.59
O  0.640  -1.913  2.173  -0.35
F  3.501  -1.036  1.771  0.13
N  0.731  2.427  0.375  -0.46
N  -1.126  -0.097  2.197  -0.49
O  -2.617  0.249  4.257  -0.27
F  -2.631  -1.302  -0.113  0.04
S  1.729  2.261  1.756  0.61
F  -2.415  1.892  0.944  0.08
O  2.425  -4.584  -0.891  -0.28
C  3.451  2.507  1.062  -0.69
O  1.960  -3.378  -2.947  -0.26
F  1.058  0.878  -5.015  0.15
F  -0.298  -4.193  -0.051  0.13
F  -1.171  -3.805  3.012  0.14
O  -0.684  4.377  1.279  -0.26
S  -1.748  0.890  3.309  0.58
O  1.583  3.271  2.735  -0.25
C  -2.899  1.830  2.195  -0.66
C  -3.605  -1.234  -1.032  -0.67
O  3.200  -0.185  -0.892  -0.33
F  5.333  -1.744  0.887  0.15
F  -4.749  -0.901  -0.451  0.16
N  -1.500  -0.136  -2.359  -0.48
O  -3.525  1.296  -1.744  -0.25
F  3.945  3.644  1.525  0.15
O  -0.890  1.922  3.783  -0.25
C  4.017  -1.912  0.923  -0.69
S  -3.170  0.043  -2.292  0.59
F  1.384  -0.644  -3.493  0.12
Ba  0.031  -0.089  -0.161  1.96
O  -3.852  -0.369  -3.468  -0.27
F  3.726  -3.129  1.349  0.16
C  -0.551  4.132  -1.241  -0.69
S  0.324  3.968  0.356  0.55
O  -1.703  1.117  -4.612  -0.28
F  -3.052  3.061  2.655  0.15
O  -1.161  -1.263  -4.609  -0.27
F  -1.683  3.434  -1.245  0.13
S  1.746  -3.510  -1.543  0.55
F  0.967  1.394  -2.901  0.09
C  -0.051  -3.898  -1.333  -0.65
F  0.170  3.776  -2.291  0.14
F  -2.763  -2.374  2.672  0.13
F  -0.777  -2.780  -1.631  0.05
O  0.118  -0.939  4.313  -0.25
O  1.444  4.854  0.158  -0.28
F  -0.883  5.419  -1.367  0.13
S  -0.346  -1.294  3.020  0.57
F  -4.099  1.242  2.145  0.13
O  4.262  -2.242  -1.651  -0.25
N  1.790  -2.151  -0.714  -0.44
F  -3.730  -2.433  -1.585  0.16
C  -1.648  -2.610  3.362  -0.67
F  3.423  2.548  -0.254  0.14

Its relative energy (zero: lowest compared OMol25 entry of this formula, charge and spin) is 0.000 eV. Its charge is -2. The value obtained for the LUMO energy is 4.094 eV. The HOMO energy comes out at -5.878 eV.